Entry 1:
This record from OMol25 describes a 10-piece molecular cluster, C42H83N11O13S2 overall in a non-equilibrium geometry. The level of theory is ωB97M-V/def2-TZVPD.

Each line ends with the Mulliken charge.
Atoms and positions in Å:
O 4.33 5.91 -0.20  -0.21
S 3.76 6.45 -1.40  0.17
O 4.66 5.87 -2.65  -0.45
C 4.73 4.44 -2.68  0.02
C 5.89 3.79 -1.90  -0.99
C 5.28 2.68 -1.04  0.63
C 4.83 1.48 -1.86  0.28
S 5.94 0.03 -1.85  -0.26
C 6.30 -0.18 -0.17  0.47
N 5.76 -0.94 0.67  0.11
N 6.41 -0.76 1.87  -0.68
C 7.31 0.10 1.67  0.08
O 7.33 0.52 0.39  -0.30
O 2.37 5.67 -1.66  -0.43
C 2.12 4.62 -0.68  0.33
C 1.13 3.62 -1.35  -0.83
C -0.10 3.26 -0.49  -0.96
C -0.49 1.83 -0.76  0.58
C -0.92 1.03 0.24  -1.06
C -1.25 -0.26 0.00  0.22
C -1.16 -0.80 -1.22  0.14
C -0.77 0.00 -2.25  -1.71
C -0.45 1.28 -2.00  0.22
H 3.80 3.97 -2.36  -0.16
H 4.84 4.17 -3.73  0.43
H 6.55 3.29 -2.61  0.41
H 6.47 4.49 -1.32  0.16
H 4.40 3.07 -0.53  -1.03
H 5.97 2.41 -0.24  0.68
H 4.61 1.72 -2.90  0.50
H 3.89 1.12 -1.45  -0.59
H 8.04 0.52 2.33  0.45
H 3.00 4.04 -0.44  -0.69
H 1.64 5.01 0.19  1.08
H 1.70 2.72 -1.57  0.25
H 0.84 4.04 -2.31  0.51
H 0.06 3.42 0.56  0.46
H -0.93 3.84 -0.88  0.09
H -0.97 1.44 1.24  0.37
H -1.56 -0.87 0.84  0.18
H -1.40 -1.84 -1.43  0.54
H -0.69 -0.34 -3.27  0.45
H -0.12 1.91 -2.82  0.59
C 8.42 8.88 -0.58  -1.14
C 9.21 8.13 0.46  0.72
O 10.39 8.36 0.67  -0.66
N 8.56 7.17 1.16  -0.10
C 7.16 6.76 1.05  -0.52
H 9.07 9.61 -1.06  0.29
H 8.04 8.20 -1.34  0.31
H 7.59 9.41 -0.12  0.33
H 9.14 6.70 1.84  0.21
H 6.67 6.91 2.01  0.27
H 7.12 5.70 0.79  0.15
H 6.64 7.33 0.29  0.14
C -3.26 -3.88 0.69  -1.26
C -2.04 -4.56 0.12  0.78
O -1.19 -3.94 -0.51  -0.62
N -1.91 -5.89 0.33  -0.12
C -2.81 -6.79 1.05  -0.71
H -3.23 -2.83 0.44  0.16
H -4.17 -4.32 0.26  0.39
H -3.29 -3.99 1.78  0.36
H -1.07 -6.28 -0.07  0.17
H -2.26 -7.24 1.88  0.28
H -3.14 -7.57 0.39  0.32
H -3.67 -6.26 1.45  0.15
C -6.54 -7.80 1.10  -1.32
C -5.78 -8.92 0.42  0.76
O -4.58 -9.07 0.56  -0.57
N -6.50 -9.77 -0.37  -0.14
C -7.92 -9.75 -0.65  -0.88
H -5.84 -7.21 1.69  0.21
H -7.01 -7.15 0.35  0.37
H -7.30 -8.21 1.76  0.39
H -5.94 -10.49 -0.79  0.22
H -8.37 -10.69 -0.33  0.29
H -8.07 -9.64 -1.73  0.29
H -8.41 -8.93 -0.14  0.35
C 3.86 3.29 2.39  -1.08
C 2.37 3.11 2.55  0.91
O 1.57 3.91 2.07  -0.77
N 1.94 2.03 3.24  0.22
C 2.74 0.98 3.86  -0.99
H 4.05 4.19 1.82  0.11
H 4.34 3.38 3.36  0.54
H 4.29 2.44 1.85  0.01
H 0.94 1.97 3.30  0.17
H 2.47 0.02 3.42  0.19
H 2.53 0.95 4.93  0.33
H 3.80 1.16 3.71  0.42
C -4.56 4.10 -3.56  -1.24
C -3.61 3.55 -2.52  0.75
O -2.50 4.03 -2.33  -0.60
N -4.02 2.49 -1.79  -0.02
C -5.29 1.78 -1.88  -0.52
H -4.08 4.94 -4.06  0.34
H -4.79 3.34 -4.31  0.31
H -5.48 4.44 -3.09  0.29
H -3.34 2.17 -1.12  0.12
H -5.79 1.83 -0.90  0.32
H -5.10 0.73 -2.12  0.25
H -5.94 2.21 -2.63  -0.06
C -9.09 3.08 -4.02  -1.26
C -8.22 2.11 -4.79  0.79
O -7.01 2.05 -4.62  -0.59
N -8.83 1.30 -5.69  -0.19
C -10.24 1.23 -6.03  -0.86
H -8.46 3.65 -3.34  0.22
H -9.59 3.76 -4.70  0.38
H -9.83 2.53 -3.43  0.36
H -8.19 0.68 -6.17  0.25
H -10.61 0.23 -5.83  0.29
H -10.37 1.45 -7.09  0.29
H -10.82 1.94 -5.45  0.32
C 2.78 -1.12 -0.39  -1.36
C 1.33 -1.27 0.00  1.04
O 0.74 -0.40 0.63  -0.72
N 0.70 -2.41 -0.37  0.10
C 1.25 -3.52 -1.11  -1.06
H 3.16 -0.17 -0.03  -0.16
H 3.38 -1.91 0.06  0.53
H 2.88 -1.15 -1.48  0.53
H -0.26 -2.45 -0.09  0.31
H 0.68 -3.66 -2.04  0.28
H 1.16 -4.43 -0.51  0.17
H 2.29 -3.36 -1.36  0.50
C -2.23 -10.81 0.01  -0.80
C -1.23 -11.88 0.37  0.50
O -1.54 -13.05 0.51  -0.66
N 0.07 -11.50 0.53  -0.14
C 0.63 -10.17 0.41  -0.56
H -3.21 -11.26 -0.09  0.21
H -2.27 -10.05 0.79  0.22
H -1.96 -10.35 -0.94  0.38
H 0.69 -12.26 0.77  0.23
H 1.40 -10.17 -0.37  0.29
H 1.10 -9.88 1.35  0.28
H -0.13 -9.44 0.15  0.08
C 1.37 4.65 8.53  -1.34
C 2.09 3.93 7.40  0.82
O 3.25 3.59 7.49  -0.65
N 1.38 3.69 6.27  -0.05
C 0.00 4.02 5.98  -0.85
H 2.06 4.77 9.36  0.30
H 1.04 5.63 8.20  0.36
H 0.52 4.06 8.87  0.36
H 1.91 3.21 5.56  0.10
H -0.56 3.10 5.76  0.26
H -0.04 4.66 5.10  0.26
H -0.47 4.53 6.81  0.41

Calculated values
HOMO-LUMO gap, eV: 7.5
Spin multiplicity: 1
Molecular weight, u: 1014.32

=====

Entry 2:
This record from OMol25 describes a 14-piece molecular cluster, C42H84O14 overall in a non-equilibrium geometry. The level of theory is ωB97M-V/def2-TZVPD.

Each line ends with the Mulliken charge.
Atoms and positions in Å:
C 6.64 4.46 4.95  -0.99
C 7.73 4.42 6.08  0.74
O 8.55 3.51 6.26  -0.56
C 7.83 5.54 7.03  -0.92
H 5.68 4.52 5.48  0.27
H 6.66 3.54 4.36  0.29
H 6.79 5.33 4.33  0.31
H 8.65 6.19 6.74  0.26
H 8.06 5.18 8.03  0.32
H 6.90 6.10 7.02  0.28
C 0.76 -7.37 2.88  -1.00
C 0.40 -8.52 2.04  0.74
O -0.02 -8.39 0.87  -0.59
C 0.41 -9.91 2.62  -0.95
H 0.43 -6.46 2.37  0.28
H 1.84 -7.39 3.02  0.29
H 0.28 -7.40 3.86  0.33
H 1.08 -10.01 3.48  0.31
H 0.69 -10.60 1.83  0.32
H -0.62 -10.18 2.86  0.27
C 2.55 0.87 -8.11  -0.99
C 2.39 2.33 -8.59  0.75
O 1.62 2.69 -9.48  -0.56
C 3.29 3.35 -7.96  -0.97
H 1.94 0.12 -8.61  0.28
H 2.26 0.94 -7.06  0.28
H 3.59 0.60 -8.26  0.31
H 2.89 3.55 -6.96  0.27
H 3.17 4.20 -8.63  0.29
H 4.35 3.10 -7.92  0.34
C 0.42 -4.95 -4.71  -1.08
C -0.90 -4.85 -5.39  0.85
O -1.06 -4.32 -6.49  -0.57
C -2.09 -5.37 -4.57  -0.99
H 1.26 -4.84 -5.40  0.31
H 0.60 -5.92 -4.25  0.34
H 0.52 -4.23 -3.90  0.26
H -1.96 -6.42 -4.30  0.33
H -3.03 -5.27 -5.11  0.28
H -2.13 -4.68 -3.73  0.28
C -3.04 1.37 -6.22  -0.99
C -3.88 2.42 -5.53  0.75
O -3.42 3.07 -4.60  -0.56
C -5.27 2.86 -6.10  -0.95
H -2.21 0.94 -5.66  0.29
H -2.66 1.81 -7.14  0.26
H -3.64 0.53 -6.56  0.32
H -5.53 3.82 -5.66  0.31
H -6.09 2.23 -5.76  0.25
H -5.21 3.00 -7.18  0.31
C -5.51 -5.30 2.27  -1.03
C -6.55 -6.38 2.36  0.79
O -6.53 -7.21 3.23  -0.55
C -7.78 -6.27 1.49  -1.01
H -5.89 -4.34 2.61  0.28
H -5.18 -5.23 1.23  0.32
H -4.67 -5.52 2.92  0.29
H -7.60 -6.44 0.43  0.32
H -8.33 -5.34 1.65  0.28
H -8.37 -7.12 1.82  0.30
C -1.04 -0.65 8.67  -1.02
C -0.82 -1.57 7.49  0.74
O -1.24 -1.28 6.35  -0.59
C -0.02 -2.81 7.67  -0.94
H -0.07 -0.41 9.10  0.32
H -1.70 -1.14 9.39  0.30
H -1.59 0.22 8.32  0.30
H 0.74 -2.82 6.88  0.29
H -0.62 -3.72 7.59  0.28
H 0.43 -2.86 8.67  0.29
C -0.61 -0.97 0.21  -1.07
C 0.72 -0.22 -0.03  0.86
O 1.14 0.09 -1.14  -0.58
C 1.48 0.20 1.20  -1.04
H -0.39 -1.96 0.60  0.29
H -1.20 -1.05 -0.70  0.30
H -1.21 -0.48 0.98  0.34
H 2.10 -0.64 1.50  0.28
H 0.79 0.40 2.02  0.32
H 2.17 1.03 1.10  0.31
C 9.17 3.49 -0.78  -0.97
C 8.24 2.34 -1.03  0.76
O 8.62 1.20 -0.78  -0.58
C 6.92 2.64 -1.67  -0.96
H 9.84 3.24 0.05  0.30
H 8.56 4.36 -0.54  0.33
H 9.71 3.68 -1.70  0.26
H 6.89 2.40 -2.73  0.26
H 6.64 3.68 -1.49  0.30
H 6.17 1.96 -1.27  0.30
C 0.25 5.55 6.56  -0.91
C 1.13 5.84 7.77  0.71
O 1.34 4.97 8.61  -0.56
C 1.68 7.26 7.95  -1.03
H 1.01 5.41 5.79  0.25
H -0.36 6.41 6.29  0.32
H -0.36 4.67 6.76  0.29
H 2.05 7.73 7.04  0.33
H 2.45 7.24 8.73  0.32
H 0.90 7.90 8.37  0.29
C 6.29 -2.67 -4.22  -1.11
C 6.06 -3.75 -3.25  0.73
O 6.11 -4.87 -3.64  -0.54
C 5.75 -3.37 -1.82  -0.87
H 5.47 -1.98 -4.42  0.34
H 6.32 -3.11 -5.22  0.35
H 7.20 -2.08 -4.07  0.29
H 6.57 -3.60 -1.13  0.29
H 4.79 -3.82 -1.57  0.28
H 5.51 -2.32 -1.91  0.26
C -9.54 -2.64 -2.97  -1.03
C -8.13 -2.60 -3.62  0.79
O -7.15 -2.75 -2.89  -0.56
C -7.99 -2.59 -5.14  -0.99
H -10.11 -1.79 -3.34  0.32
H -9.58 -2.58 -1.88  0.29
H -10.13 -3.52 -3.22  0.30
H -8.49 -3.46 -5.56  0.30
H -6.93 -2.68 -5.40  0.27
H -8.38 -1.65 -5.53  0.31
C 2.32 8.35 -1.51  -0.97
C 1.89 7.18 -0.60  0.82
O 2.37 7.06 0.54  -0.58
C 1.01 6.17 -1.24  -1.11
H 3.15 8.02 -2.14  0.27
H 2.70 9.15 -0.89  0.30
H 1.45 8.55 -2.14  0.33
H 0.86 5.29 -0.61  0.31
H 1.46 5.73 -2.13  0.30
H 0.03 6.59 -1.49  0.32
C -6.50 1.86 2.98  -1.03
C -7.59 1.39 2.05  0.77
O -8.41 0.57 2.38  -0.55
C -7.62 1.98 0.67  -1.02
H -6.50 1.12 3.78  0.32
H -6.90 2.75 3.46  0.28
H -5.48 1.98 2.64  0.34
H -8.38 1.53 0.03  0.28
H -6.68 1.87 0.13  0.32
H -7.84 3.04 0.80  0.29

Calculated values
HOMO-LUMO gap, eV: 9.5
Spin multiplicity: 1
Molecular weight, u: 813.12

=====

Entry 3:
This record from OMol25 describes a 12-piece molecular cluster, C42H86FN2O14S overall in a non-equilibrium geometry. The level of theory is ωB97M-V/def2-TZVPD.

Each line ends with the Mulliken charge.
Atoms and positions in Å:
C 2.89 -0.87 1.22  -0.95
C 3.65 0.46 1.13  -0.38
C 2.78 1.61 0.59  -0.77
C 1.69 2.02 1.59  0.14
C 2.19 3.14 2.49  -1.63
N 0.41 2.42 0.89  0.26
C -0.72 2.75 1.83  -0.96
C -1.57 1.53 2.10  -0.55
N -2.39 1.20 0.91  0.10
S -2.93 -0.38 1.03  1.19
O -3.19 -0.54 2.42  -0.51
O -3.97 -0.67 0.13  -0.52
F -1.65 -1.23 0.74  -0.24
C -1.59 1.48 -0.31  -0.28
O -1.93 0.57 -1.33  -0.53
C -0.08 1.39 -0.09  -1.49
H 1.84 -0.74 1.52  0.28
H 2.91 -1.35 0.24  0.24
H 3.36 -1.54 1.93  0.16
H 4.45 0.32 0.41  0.40
H 4.08 0.75 2.09  0.26
H 3.43 2.47 0.46  0.42
H 2.42 1.35 -0.40  0.40
H 1.43 1.17 2.22  0.16
H 3.17 2.84 2.86  0.43
H 2.29 4.08 1.95  0.37
H 1.57 3.28 3.37  0.50
H 0.62 3.26 0.35  0.51
H -1.30 3.56 1.37  0.46
H -0.37 3.12 2.78  0.42
H -0.95 0.70 2.42  0.40
H -2.22 1.78 2.94  0.65
H -1.82 2.48 -0.70  0.37
H -1.13 0.28 -1.76  0.40
H 0.39 1.62 -1.05  0.75
H 0.27 0.40 0.20  0.52
C -4.76 -0.60 5.51  -0.98
C -5.84 -1.16 6.41  0.73
O -6.27 -0.53 7.34  -0.58
C -6.34 -2.54 6.06  -0.49
H -4.49 0.40 5.85  0.34
H -3.89 -1.25 5.52  0.33
H -5.13 -0.54 4.48  0.23
H -5.52 -3.25 6.11  0.34
H -6.76 -2.54 5.05  0.10
H -7.11 -2.83 6.77  0.02
C -9.16 -6.14 9.65  -1.09
C -9.49 -5.01 8.70  0.70
O -9.71 -5.21 7.53  -0.58
C -9.51 -3.62 9.30  -0.92
H -9.17 -7.08 9.11  0.33
H -8.17 -5.98 10.09  0.29
H -9.89 -6.17 10.46  0.32
H -8.54 -3.38 9.72  0.15
H -10.26 -3.57 10.08  0.46
H -9.75 -2.90 8.52  0.34
C -4.02 4.26 -2.72  -1.19
C -2.89 3.88 -3.63  1.04
O -1.79 4.40 -3.55  -0.60
C -3.17 2.81 -4.66  -1.24
H -3.69 5.04 -2.03  0.25
H -4.86 4.64 -3.30  0.42
H -4.34 3.39 -2.15  0.35
H -3.98 3.12 -5.32  0.37
H -3.47 1.89 -4.15  0.30
H -2.28 2.62 -5.25  0.34
C 6.17 -3.84 1.12  -1.15
C 6.29 -2.82 0.02  0.86
O 5.90 -1.68 0.17  -0.52
C 6.92 -3.28 -1.27  -1.10
H 5.70 -3.39 1.99  0.28
H 5.56 -4.69 0.78  0.33
H 7.15 -4.22 1.39  0.36
H 6.34 -4.10 -1.69  0.38
H 7.94 -3.63 -1.09  0.35
H 6.96 -2.46 -1.98  0.22
C -7.99 -0.55 11.55  -0.97
C -7.63 -1.77 12.36  0.88
O -7.82 -2.89 11.93  -0.51
C -7.03 -1.54 13.72  -1.19
H -8.42 -0.84 10.60  0.19
H -8.72 0.06 12.10  0.33
H -7.10 0.06 11.37  0.32
H -7.72 -0.97 14.34  0.33
H -6.10 -0.97 13.62  0.32
H -6.81 -2.50 14.19  0.31
C -3.06 8.30 -3.81  -0.98
C -4.28 7.76 -4.51  0.90
O -5.26 7.40 -3.90  -0.59
C -4.23 7.70 -6.02  -1.17
H -3.23 8.29 -2.74  0.30
H -2.19 7.68 -4.05  0.28
H -2.86 9.31 -4.14  0.30
H -3.40 7.06 -6.33  0.31
H -4.07 8.70 -6.42  0.36
H -5.16 7.30 -6.40  0.33
C 9.80 -1.83 -5.16  -1.09
C 9.92 -1.84 -3.65  0.87
O 9.35 -2.67 -2.98  -0.53
C 10.78 -0.77 -3.03  -1.16
H 9.17 -2.64 -5.48  0.21
H 9.38 -0.88 -5.49  0.43
H 10.79 -1.95 -5.61  0.30
H 10.39 0.22 -3.28  0.33
H 11.80 -0.85 -3.40  0.34
H 10.78 -0.89 -1.95  0.30
C 10.75 -5.65 -6.77  -0.82
C 10.92 -4.64 -7.86  0.88
O 10.54 -3.50 -7.75  -0.55
C 11.59 -5.13 -9.13  -1.20
H 10.28 -5.19 -5.90  0.14
H 10.13 -6.48 -7.12  0.20
H 11.73 -6.04 -6.47  0.39
H 11.02 -5.95 -9.56  0.31
H 12.59 -5.48 -8.90  0.42
H 11.65 -4.31 -9.85  0.29
C 6.14 -7.42 -8.73  -1.23
C 7.53 -6.85 -8.74  0.86
O 8.45 -7.43 -8.20  -0.57
C 7.70 -5.53 -9.45  -0.79
H 6.14 -8.37 -8.19  0.31
H 5.45 -6.73 -8.24  0.33
H 5.79 -7.59 -9.75  0.34
H 7.07 -4.77 -8.98  0.32
H 7.41 -5.63 -10.49  0.36
H 8.73 -5.20 -9.40  -0.02
C -5.62 -3.16 1.14  -0.84
C -6.69 -3.74 2.03  0.79
O -7.12 -3.13 2.99  -0.57
C -7.23 -5.10 1.66  -1.22
H -5.33 -2.18 1.50  0.04
H -4.75 -3.82 1.14  0.37
H -5.99 -3.06 0.12  0.37
H -6.42 -5.83 1.68  0.33
H -7.66 -5.08 0.66  0.34
H -7.99 -5.39 2.38  0.32
C -0.96 12.93 -4.64  -1.13
C -0.63 11.65 -3.90  0.87
O -0.96 10.57 -4.33  -0.55
C 0.13 11.79 -2.60  -1.13
H -1.50 12.69 -5.55  0.30
H -1.57 13.58 -4.01  0.33
H -0.04 13.46 -4.89  0.35
H -0.45 12.40 -1.90  0.33
H 1.09 12.28 -2.78  0.34
H 0.30 10.81 -2.17  0.29

Calculated values
HOMO-LUMO gap, eV: 7.2
Spin multiplicity: 1
Molecular weight, u: 894.21
Net charge: +1

=====

Number 1: LUMO energy 0.23 eV. Number 2: LUMO energy -0.04 eV. Number 3: LUMO energy -2.78 eV.